This record from OMol25 describes a gas-phase ion, C24H23F4OSi (charge +1) in a non-equilibrium geometry. The level of theory is ωB97M-V with the def2-TZVPD basis set.

Last column: Löwdin charge in e.
Atoms and positions in Å:
1 H 2.75 -3.57 4.37  0.137
2 H -1.62 -1.02 0.65  0.050
3 C 2.90 0.66 2.39  -0.038
4 H 4.57 1.06 1.12  0.120
5 H -2.60 -3.87 1.17  0.032
6 F 3.34 -2.82 9.07  0.057
7 H 3.56 -3.09 6.48  0.126
8 C 2.51 -3.58 8.29  -0.231
9 H 0.89 -2.07 4.55  0.145
10 O 0.32 -3.32 1.62  -0.036
11 C 1.19 -7.07 1.55  0.038
12 H -0.09 -0.74 -0.19  0.042
13 C 1.94 -0.27 2.78  0.001
14 H -1.53 -1.27 -1.12  0.062
15 H 0.08 -3.79 -2.22  0.067
16 H 2.93 1.62 2.92  0.123
17 H 4.55 -1.18 0.03  0.121
18 C 1.82 -4.12 4.60  -0.161
19 C 0.30 -6.93 2.56  -0.221
20 C 0.95 -2.58 2.53  -0.150
21 H -2.57 -4.38 -0.56  0.067
22 H 1.25 -4.14 9.98  0.154
23 C 3.86 0.30 1.44  -0.030
24 F -0.36 -5.77 8.69  0.058
25 H 1.24 -0.11 3.60  0.123
26 H 2.86 -2.87 0.72  0.118
27 C 1.82 -4.38 6.08  -0.144
28 C 2.25 -6.23 1.46  -0.238
29 F 3.00 -6.10 0.31  0.049
30 H -1.62 -5.28 0.69  0.030
31 C -0.98 -1.37 -0.17  -0.147
32 C 3.80 -0.93 0.76  -0.037
33 C 2.84 -1.85 1.12  -0.015
34 C 1.71 -5.29 3.65  -0.179
35 H 0.87 -7.64 0.62  0.169
36 H 3.57 -4.88 2.54  0.121
37 C 0.60 -6.13 3.70  0.048
38 C 0.62 -3.78 -1.23  -0.142
39 H 0.95 -4.80 -1.01  0.033
40 H 1.50 -3.14 -1.32  0.029
41 C 2.66 -5.45 2.59  0.063
42 C 2.74 -3.66 6.91  0.055
43 C 1.52 -4.33 8.92  0.069
44 C 0.69 -5.09 8.12  -0.223
45 C -1.98 -4.28 0.39  -0.136
46 H 0.33 -5.99 6.21  0.097
47 C 1.96 -1.55 2.17  -0.155
48 F -0.92 -7.58 2.57  0.059
49 C 0.93 -5.27 6.74  0.060
50 Si -0.52 -3.13 0.08  0.499
51 C 0.80 -3.00 3.91  -0.010
52 H -0.24 -3.45 4.05  0.166
53 H -0.14 -6.04 4.47  0.103

Computed properties:
- Total energy: -1692.30222 Eh
- Total charge: +1
- HOMO-LUMO gap: 6.91 eV
- Largest force on an atom: 4.05 eV/A

***

This record from OMol25 describes C24H23FN6O2S in the gas phase in a non-equilibrium geometry. The level of theory is ωB97M-V with the def2-TZVPD basis set.

Last column: Löwdin charge in e.
Atoms and positions in Å:
1 C 2.34 0.47 2.16  -0.528
2 N -2.33 1.20 -1.85  -0.099
3 H 4.44 0.26 1.83  0.082
4 C -0.02 1.19 2.00  -0.207
5 N 1.35 1.39 2.18  0.124
6 C -2.19 2.17 1.70  -0.078
7 C 3.74 1.06 2.03  -0.334
8 C -2.94 -3.80 1.15  0.008
9 O 2.20 -0.73 2.23  0.088
10 C 0.06 0.73 -2.50  -0.029
11 H 5.51 -1.82 -1.36  0.120
12 H 1.62 2.37 2.18  0.128
13 H -3.54 -1.48 1.66  0.144
14 C -1.77 -0.94 -1.76  -0.053
15 C -0.83 2.32 1.89  -0.036
16 H -2.82 3.04 1.62  0.107
17 H 4.53 0.46 -1.44  0.107
18 H 4.02 1.57 2.95  0.081
19 C 1.75 -1.30 -0.61  -0.009
20 H -3.14 3.08 -1.59  0.090
21 H -1.20 -1.85 -1.80  0.103
22 H 0.71 -1.16 -0.37  0.095
23 N 2.01 1.08 -0.92  0.069
24 C 2.56 -0.22 -0.92  -0.217
25 H -2.42 -4.72 0.91  0.085
26 H 0.05 -0.95 1.98  0.097
27 H -3.82 0.79 1.47  0.108
28 C -1.30 0.32 -2.01  -0.237
29 H -0.39 3.30 1.93  0.111
30 C -2.75 0.91 1.61  -0.045
31 F 4.18 -3.96 -0.80  0.065
32 H -3.81 -1.63 -1.20  0.087
33 C 2.30 -2.57 -0.57  0.028
34 N -2.54 -1.48 1.58  0.125
35 C 3.92 -0.39 -1.20  -0.018
36 C 2.44 2.18 -0.22  -0.656
37 H -1.36 3.04 -1.70  0.056
38 H -2.35 2.83 -3.16  0.096
39 H -3.71 -3.62 0.40  0.075
40 C 3.64 -2.73 -0.84  -0.260
41 H -4.37 1.01 -1.34  0.116
42 H 0.61 -0.17 -2.77  0.124
43 C -0.57 -0.08 1.90  0.055
44 C 0.86 1.52 -1.53  -0.260
45 C 4.46 -1.66 -1.15  0.007
46 S 3.92 2.33 0.71  0.971
47 N 1.63 3.18 -0.39  0.029
48 H -3.42 -3.91 2.13  0.084
49 O -0.79 -2.77 0.87  0.065
50 C -3.44 0.50 -1.50  -0.117
51 H -0.06 1.36 -3.39  0.132
52 C -2.29 2.62 -2.09  -0.022
53 C -1.94 -0.22 1.69  -0.219
54 H 1.68 -3.41 -0.30  0.122
55 C -1.96 -2.65 1.18  -0.519
56 N 0.65 2.77 -1.22  0.061
57 C -3.13 -0.83 -1.44  -0.103

Computed properties:
- Total energy: -1905.48616 Eh
- SMILES: CC(=O)Nc1cccc(NC(=O)CSc2nnc(Cc3cccn3C)n2-c2ccc(F)cc2)c1
- HOMO-LUMO gap: 8.64 eV
- Largest force on an atom: 1.06 eV/A

***

This record from OMol25 describes C24H23N5 in the gas phase. The level of theory is ωB97M-V with the def2-TZVPD basis set.

Last column: Löwdin charge in e.
Atoms and positions in Å:
1 C -6.59 -0.15 0.74  -0.194
2 H 4.29 1.42 2.75  0.112
3 C -3.16 1.00 0.69  -0.234
4 C -1.98 1.30 0.01  0.044
5 H 7.62 1.27 0.09  0.101
6 N 0.55 -0.87 -1.61  0.180
7 C 4.68 1.31 1.75  -0.047
8 H -5.96 -1.98 -0.22  0.071
9 H 6.09 0.89 -1.81  0.104
10 H -6.20 -2.13 1.52  0.076
11 C 0.90 0.24 -1.03  -0.289
12 C -3.11 0.71 -2.04  -0.030
13 C 1.80 -4.02 -0.14  -0.101
14 H -7.21 0.16 1.59  0.120
15 C -4.30 0.56 -0.01  -0.179
16 C -4.28 0.41 -1.39  -0.016
17 N -5.27 0.36 0.95  -0.049
18 C 2.57 -2.08 1.09  -0.013
19 H 1.15 1.93 -2.32  0.131
20 C 1.10 -3.25 -1.04  -0.018
21 C -4.68 0.68 2.13  -0.152
22 N -0.86 1.51 -2.15  0.007
23 H -0.85 1.01 -3.02  0.121
24 H 3.14 -1.64 1.90  0.108
25 C 6.56 1.23 0.25  -0.090
26 H 0.44 2.32 -0.75  0.107
27 C 3.81 1.09 0.69  -0.208
28 C 1.86 -1.30 0.19  -0.161
29 N 1.68 0.06 0.07  0.015
30 H 2.12 0.76 1.97  0.136
31 H 1.88 2.01 0.74  0.128
32 N -3.44 1.06 2.03  0.114
33 H -7.00 0.30 -0.17  0.121
34 C 4.33 0.94 -0.59  -0.027
35 H 3.66 0.77 -1.43  0.114
36 C 6.05 1.38 1.53  -0.083
37 C -1.96 1.16 -1.37  -0.271
38 C 1.13 -1.87 -0.87  -0.220
39 H -3.06 0.60 -3.12  0.108
40 C -6.59 -1.67 0.61  -0.070
41 H -1.13 1.63 0.58  0.107
42 H 1.80 -5.10 -0.24  0.097
43 C 0.45 1.58 -1.55  -0.132
44 H -7.60 -2.03 0.45  0.072
45 H -5.21 0.61 3.06  0.126
46 C 5.69 1.01 -0.81  -0.075
47 C 2.53 -3.45 0.91  -0.097
48 H 6.71 1.54 2.36  0.103
49 H 3.07 -4.09 1.59  0.098
50 C 2.32 1.03 0.92  -0.082
51 H -5.15 0.06 -1.94  0.107
52 H 0.54 -3.70 -1.85  0.108

Computed properties:
- Total energy: -1202.18629 Eh
- SMILES: CCn1cnc2cc(NCc3nc4ccccc4n3Cc3ccccc3)ccc21
- HOMO-LUMO gap: 8.27 eV
- Largest force on an atom: 0.85 eV/A

***

This record from OMol25 describes C24H23N5O3S in the gas phase in a non-equilibrium geometry. The level of theory is ωB97M-V with the def2-TZVPD basis set.

Last column: Löwdin charge in e.
Atoms and positions in Å:
1 C 1.26 -3.20 -0.88  -0.055
2 H 2.10 0.61 2.73  0.146
3 N 2.15 0.06 1.88  0.108
4 H -0.29 -4.03 -2.12  0.108
5 H -7.67 -1.96 -0.46  0.082
6 H -2.03 -2.52 -1.26  0.111
7 H 7.83 3.42 -0.57  0.092
8 H 2.01 -3.90 -1.24  0.110
9 O -5.06 2.92 -0.66  -0.299
10 N 7.94 1.35 -0.69  -0.150
11 H -7.87 -0.46 0.47  0.082
12 C 4.54 0.21 1.89  -0.011
13 C 3.34 0.15 1.17  -0.255
14 H 10.02 1.45 -0.55  0.092
15 C 4.61 0.28 -0.87  -0.001
16 H 6.56 2.56 0.31  0.085
17 C -5.15 -2.00 0.26  -0.018
18 C 3.39 0.20 -0.22  -0.023
19 H 8.21 2.62 0.96  0.094
20 C 5.75 0.30 1.24  -0.034
21 H 2.48 0.19 -0.79  0.118
22 O -6.81 1.64 -1.83  -0.300
23 O 7.39 -0.63 -1.61  0.064
24 C -1.67 -0.63 0.71  -0.190
25 C -3.79 -1.94 0.52  -0.021
26 C -3.11 -0.73 0.41  -0.163
27 C -0.70 -1.48 0.08  -0.082
28 C 9.24 1.34 -1.31  -0.040
29 N -7.08 2.04 0.63  -0.054
30 H -5.66 -2.95 0.36  0.115
31 H -3.34 1.37 -0.01  0.119
32 H -3.26 -2.83 0.82  0.123
33 C 5.80 0.33 -0.15  -0.165
34 H 4.50 0.18 2.97  0.114
35 C 1.61 -2.23 0.02  -0.022
36 H 9.33 2.16 -2.03  0.092
37 C 0.65 -1.32 0.48  -0.083
38 C -7.34 -0.93 -0.36  -0.049
39 C -0.05 -3.29 -1.37  -0.058
40 H 2.62 -2.17 0.39  0.114
41 C -1.02 -2.45 -0.89  -0.015
42 N -1.33 0.25 1.62  0.082
43 C -3.82 0.41 0.07  0.011
44 C -5.17 0.33 -0.19  -0.228
45 H -6.68 2.64 1.33  0.069
46 S -6.00 1.84 -0.66  0.638
47 C 7.10 0.31 -0.89  -0.441
48 N -0.08 0.44 1.95  0.074
49 H 9.36 0.39 -1.82  0.085
50 C -5.87 -0.87 -0.10  -0.245
51 C 0.90 -0.25 1.40  -0.257
52 H 6.66 0.32 1.81  0.122
53 H 4.64 0.30 -1.95  0.125
54 C 7.61 2.55 0.05  -0.053
55 H -7.58 -0.37 -1.25  0.067
56 H -7.96 2.39 0.31  0.071

Computed properties:
- Total energy: -1826.05582 Eh
- SMILES: Cc1ccc(-c2nnc(Nc3ccc(C(=O)N(C)C)cc3)c3ccccc23)cc1S(N)(=O)=O
- HOMO-LUMO gap: 7.95 eV
- Largest force on an atom: 1.50 eV/A

***

This record from OMol25 describes a molecular structure, C24H23N5PdSTe. The level of theory is ωB97M-V with the def2-TZVPD basis set.

Last column: Löwdin charge in e.
Atoms and positions in Å:
1 N -1.65 1.34 1.75  -0.027
2 H -1.38 5.75 -3.25  0.151
3 H 2.50 7.64 -3.45  0.151
4 N -2.45 -0.88 1.87  0.156
5 C -0.54 3.40 -2.16  -0.359
6 H 6.83 0.07 3.73  0.149
7 C -3.82 0.91 2.64  0.036
8 H 7.28 -0.36 5.33  0.162
9 H -1.05 3.02 -3.04  0.094
10 H 3.51 0.04 0.75  0.121
11 H -1.30 3.62 -1.41  0.086
12 C -3.01 3.16 2.52  -0.020
13 H 3.09 2.94 -2.36  0.091
14 C 0.45 -1.82 -0.04  -0.137
15 C -0.32 5.72 -3.06  0.022
16 C 3.38 0.27 1.80  -0.087
17 H 2.81 3.54 -0.72  0.086
18 C 0.48 6.81 -3.38  0.102
19 C 3.00 0.81 4.44  0.009
20 Te 0.80 1.85 -1.53  1.466
21 C 4.22 0.27 4.04  -0.182
22 C 0.28 -3.16 -0.22  -0.013
23 H 5.31 -0.46 2.29  0.136
24 N -0.42 -1.04 0.67  -0.018
25 H 1.31 -1.31 -0.47  0.084
26 C 4.41 0.00 2.69  0.033
27 C 0.28 4.61 -2.51  -0.182
28 C 2.51 5.68 -2.58  0.019
29 H -1.04 -4.82 0.23  0.142
30 C -4.02 2.24 2.87  0.015
31 H -4.58 0.18 2.90  0.140
32 H -3.23 -1.43 2.20  0.160
33 H 2.78 1.07 5.46  0.119
34 H 1.06 1.45 3.78  0.122
35 H -1.06 3.34 1.70  0.102
36 C -1.74 -2.99 1.05  0.037
37 C 2.02 1.04 3.48  -0.080
38 H -3.13 4.22 2.69  0.131
39 H -4.95 2.58 3.31  0.142
40 C -1.87 2.67 1.97  -0.136
41 C 2.33 3.33 -1.69  -0.370
42 C -1.51 -1.61 1.19  -0.259
43 H -2.63 -3.42 1.49  0.140
44 C -0.85 -3.76 0.35  0.016
45 H 3.58 5.66 -2.41  0.149
46 C 1.91 6.78 -3.15  0.096
47 Pd 0.27 0.93 0.97  0.722
48 C 1.72 4.58 -2.26  -0.178
49 C -2.61 0.48 2.07  -0.264
50 C 5.29 -0.03 5.05  -0.624
51 S 4.84 -0.25 6.67  1.096
52 N 6.53 -0.13 4.68  0.202
53 H 0.03 7.70 -3.80  0.151
54 H 0.99 -3.73 -0.80  0.133
55 N 2.20 0.78 2.18  -0.032

Computed properties:
- Total energy: -1994.69942 Eh
- Total charge: +4
- HOMO-LUMO gap (alpha / beta): 6.82 / 4.24 eV
- 2S+1: 5
- Largest force on an atom: 0.55 eV/A

***

Ordered energy relative to the best compared isomer or geometry (same formula, charge and spin) results: 0.0, 0.0, 4.0, 61.9, 0.0; unit kcal/mol.